Record 1
{"formula": "C36H37BNO4P", "method": "the ωB97M-V functional and the def2-TZVPD basis", "species": ["C", "C", "P", "B", "C", "C", "C", "C", "N", "C", "C", "H", "H", "H", "H", "H", "H", "H", "H", "H", "H", "H", "H", "H", "H", "H", "H", "H", "H", "H", "H", "H", "C", "C", "C", "C", "C", "C", "C", "O", "C", "C", "C", "C", "C", "C", "C", "O", "H", "H", "H", "H", "H", "H", "H", "H", "C", "C", "C", "C", "C", "C", "C", "O", "C", "C", "C", "C", "C", "C", "C", "O", "H", "H", "H", "H", "H", "H", "H", "H"], "coordinates": [[2.95201, 4.77577, -0.81929], [4.18075, 4.24623, -1.56753], [4.88392, 2.75140, -0.72509], [4.04112, 1.33016, -1.73038], [2.85548, 0.47786, -1.16203], [1.52981, 0.87142, -1.85317], [1.42796, 0.39944, -3.30643], [2.06022, 1.31654, -4.36777], [2.18862, 2.69824, -3.91563], [6.61028, 2.61948, -1.41570], [6.82723, 3.22917, -2.80447], [2.06190, 4.19786, -1.06860], [3.09207, 4.72357, 0.25906], [2.75592, 5.81265, -1.09151], [4.95491, 5.01339, -1.58995], [3.89873, 4.02284, -2.59439], [4.49586, 1.04293, -2.80515], [3.04418, -0.58292, -1.34908], [2.75801, 0.62132, -0.08578], [1.40557, 1.94967, -1.77025], [0.71003, 0.42349, -1.28920], [0.38235, 0.20552, -3.54456], [1.93856, -0.56329, -3.37199], [3.06356, 0.95334, -4.59013], [1.49022, 1.22829, -5.29813], [1.30377, 3.06341, -3.59224], [2.52637, 3.28958, -4.66041], [6.81101, 1.54728, -1.46027], [7.28630, 3.05563, -0.68338], [7.00904, 4.29881, -2.72648], [5.95408, 3.07605, -3.43781], [7.68013, 2.76981, -3.30261], [-0.99277, -4.91965, 4.65659], [-1.64663, -4.26711, 3.61779], [-1.08790, -3.13731, 3.04630], [0.12582, -2.64843, 3.51422], [0.77705, -3.29896, 4.56592], [0.21553, -4.43706, 5.12933], [2.07102, -2.79120, 5.11097], [2.63917, -3.36970, 6.01202], [2.63571, -1.55050, 4.51066], [3.82443, -1.03412, 5.01165], [4.37382, 0.10669, 4.45011], [3.73389, 0.74004, 3.39024], [2.54629, 0.23399, 2.89405], [1.99381, -0.91287, 3.44736], [0.72092, -1.43918, 2.88106], [0.20113, -0.89444, 1.92676], [-1.42879, -5.80549, 5.09894], [-2.59439, -4.64059, 3.25331], [-1.59122, -2.62843, 2.23654], [0.73369, -4.93280, 5.93824], [4.31204, -1.53854, 5.83415], [5.30326, 0.50348, 4.83624], [4.16221, 1.62718, 2.94137], [2.04125, 0.71903, 2.07063], [-9.76667, -0.89474, -1.84140], [-9.77049, -0.18448, -0.64559], [-8.58760, 0.02843, 0.04040], [-7.39421, -0.47304, -0.46372], [-7.39187, -1.19433, -1.65896], [-8.58120, -1.39876, -2.34707], [-6.12942, -1.76514, -2.21178], [-6.12718, -2.38205, -3.25584], [-4.87448, -1.55532, -1.43594], [-3.69100, -2.11000, -1.90685], [-2.51293, -1.92004, -1.20541], [-2.50450, -1.16961, -0.03308], [-3.68334, -0.61675, 0.43959], [-4.87137, -0.80980, -0.25463], [-6.12934, -0.21979, 0.28579], [-6.12739, 0.44173, 1.30181], [-10.69221, -1.05554, -2.37819], [-10.69952, 0.20383, -0.24972], [-8.57518, 0.58322, 0.96816], [-8.56397, -1.95462, -3.27410], [-3.70748, -2.68701, -2.82103], [-1.59265, -2.35714, -1.57128], [-1.58146, -1.02449, 0.51450], [-3.69382, -0.03353, 1.35026]], "mulliken_charge": [-1.33, -0.34, 0.03, 0.21, 0.00, -0.04, -0.60, -0.87, -0.41, -0.67, -1.09, 0.24, 0.34, 0.40, 0.48, 0.18, -0.12, 0.43, -0.40, -0.03, 0.20, 0.32, 0.27, 0.33, 0.41, 0.19, 0.25, 0.33, 0.43, 0.31, 0.24, 0.35, -0.46, -0.67, -0.19, 0.19, 0.31, -0.67, 0.52, -0.67, 0.33, -0.59, -0.56, -0.65, -0.57, 0.25, 0.41, -0.69, 0.39, 0.44, 0.41, 0.50, 0.48, 0.41, 0.47, 0.55, -0.48, -0.47, -0.58, 0.21, 0.17, -0.57, 0.65, -0.66, 0.26, -0.73, -0.95, -0.41, -0.62, 0.16, 0.49, -0.66, 0.40, 0.40, 0.47, 0.47, 0.47, 0.50, 0.98, 0.52], "homo_ev": -8.0, "lumo_energy_ev": -1.028, "orbital_gap_ha": 0.256, "smiles": "O=C1c2ccccc2C(=O)c2ccccc21.O=C1c2ccccc2C(=O)c2ccccc21.CCP(BCCCCN)CC"}

Record 2
{"formula": "C36H37IrN2OPSbSe7Si", "method": "the ωB97M-V functional and the def2-TZVPD basis", "species": ["Ir", "Se", "P", "Se", "C", "C", "C", "C", "C", "C", "C", "C", "C", "C", "C", "C", "H", "H", "H", "H", "H", "H", "H", "H", "H", "H", "Se", "Sb", "Se", "Se", "Se", "C", "N", "C", "Se", "N", "C", "C", "C", "C", "C", "C", "H", "H", "H", "H", "H", "H", "H", "H", "C", "C", "C", "C", "Si", "O", "C", "C", "C", "C", "C", "C", "C", "C", "C", "C", "C", "C", "H", "H", "H", "H", "H", "H", "H", "H", "H", "H", "H", "H", "H", "H", "H", "H", "H", "H", "H"], "coordinates": [[0.15190, 0.34793, 0.10574], [0.16564, -0.03227, 2.86394], [2.25153, -0.02835, 2.35822], [2.83997, 0.00251, 0.26116], [3.09220, 1.40165, 3.12885], [2.37220, 2.41307, 3.74762], [3.03527, 3.52114, 4.25885], [4.41374, 3.61427, 4.15208], [5.13437, 2.60460, 3.52612], [4.47653, 1.50288, 3.00818], [2.98911, -1.49667, 3.15815], [2.89492, -1.61006, 4.54372], [3.33420, -2.76107, 5.17493], [3.85952, -3.80659, 4.42623], [3.95098, -3.69738, 3.04793], [3.51499, -2.54203, 2.41201], [1.29426, 2.33494, 3.81732], [2.46982, 4.31293, 4.73362], [4.92968, 4.47872, 4.55171], [6.21018, 2.68436, 3.43168], [5.02684, 0.72337, 2.49435], [2.46590, -0.79836, 5.11997], [3.25292, -2.85037, 6.25112], [4.19092, -4.71157, 4.92098], [4.35058, -4.51395, 2.46004], [3.57136, -2.45728, 1.33460], [1.19734, 4.17609, -3.62565], [-0.45837, 2.83851, -2.52098], [0.09238, 0.29127, -2.55479], [0.30989, 2.64452, -0.02117], [-2.78304, 3.15380, -3.11301], [-4.97399, -0.31872, 2.09439], [-5.25187, 0.26443, 0.80607], [-4.38150, 1.01857, 0.08354], [-2.65204, 1.48582, 0.49674], [-4.99534, 1.35412, -1.06793], [-6.27983, 0.85037, -1.09172], [-7.30322, 0.93486, -2.02160], [-8.49112, 0.28699, -1.71694], [-8.65175, -0.42036, -0.52642], [-7.63072, -0.50162, 0.41063], [-6.44498, 0.14701, 0.10753], [-3.93297, -0.12243, 2.34154], [-5.13765, -1.39713, 2.06201], [-5.60960, 0.12452, 2.86316], [-4.53432, 1.94010, -1.76253], [-7.17431, 1.48900, -2.94182], [-9.31322, 0.32849, -2.41969], [-9.59350, -0.91539, -0.32804], [-7.75435, -1.05168, 1.33388], [-3.67856, -2.32919, -0.41275], [-2.61113, -3.15360, -1.13758], [-2.37460, -2.54194, -2.51884], [-3.11315, -4.59234, -1.29000], [-0.95604, -3.09892, -0.14256], [-0.35810, -1.63279, -0.05965], [-1.31664, -3.69673, 1.62387], [-2.06440, -2.86453, 2.45884], [-2.33733, -3.20713, 3.77415], [-1.86233, -4.40561, 4.28951], [-1.10647, -5.24370, 3.48416], [-0.83630, -4.88812, 2.16857], [0.23540, -4.22400, -1.08944], [0.11543, -5.61623, -1.10858], [0.93274, -6.40001, -1.91132], [1.88985, -5.80288, -2.71938], [2.03253, -4.42266, -2.70804], [1.21399, -3.64748, -1.89834], [-4.59214, -2.26678, -1.01935], [-3.31757, -1.31139, -0.23907], [-3.93779, -2.77591, 0.55079], [-3.29954, -2.54334, -3.10827], [-1.61338, -3.09449, -3.07629], [-2.04455, -1.50309, -2.43232], [-4.08859, -4.60227, -1.79174], [-3.23451, -5.07422, -0.31424], [-2.42533, -5.18982, -1.88963], [-2.42460, -1.91485, 2.07630], [-2.90688, -2.53270, 4.40322], [-2.06898, -4.67809, 5.31774], [-0.71995, -6.17428, 3.88368], [-0.22201, -5.54714, 1.56596], [-0.63623, -6.10463, -0.49878], [0.81771, -7.47789, -1.91416], [2.52390, -6.41044, -3.35411], [2.77829, -3.94605, -3.33290], [1.33507, -2.56878, -1.89192]], "lowdin_spin": [2.43, 0.18, 0.02, 0.24, 0.00, 0.00, 0.00, 0.00, 0.00, 0.01, 0.00, 0.00, 0.00, 0.00, 0.00, 0.00, 0.00, 0.00, 0.00, 0.00, 0.00, 0.00, 0.00, 0.00, 0.00, 0.00, 0.08, 0.05, 0.98, 0.52, 0.07, 0.00, 0.01, 0.03, 0.07, 0.01, 0.00, 0.00, 0.00, 0.00, 0.00, 0.00, 0.00, 0.00, 0.00, 0.00, 0.00, 0.00, 0.00, 0.00, 0.00, 0.00, 0.01, 0.00, 0.02, 0.17, 0.00, 0.00, 0.00, 0.00, 0.00, 0.00, 0.00, 0.00, 0.00, 0.00, 0.00, 0.00, 0.00, 0.00, 0.00, 0.00, 0.00, 0.02, 0.00, 0.00, 0.00, 0.00, 0.00, 0.00, 0.00, 0.00, 0.00, 0.00, 0.00, 0.00, 0.00], "homo_ev": [-3.8, -5.1], "multiplicity": 6, "lumo_energy_ev": [1.766, 0.156], "total_charge": -1, "orbital_gap_ha": [0.206, 0.194]}

| no. | E (eV) | maximum force (hartree/bohr) |
| --- | --- | --- |
| 1 | -57577.995 | 0.0101 |
| 2 | -526933.458 | 0.0324 |